{
  "formula": "C4H11O",
  "method": "ωB97M-V/def2-TZVPD",
  "multiplicity": 2,
  "total_energy_ha": -234.05458,
  "charge": -2,
  "de_lowest_ev": 0.3045,
  "lumo_energy_ev": [6.9, 6.9],
  "gap_ev": [3.10, 6.55],
  "elements": ["O", "C", "C", "C", "C", "H", "H", "H", "H", "H", "H", "H", "H", "H", "H", "H"],
  "coordinates": [[-3.45, -0.57, -1.34], [-2.53, -1.41, -0.81], [2.68, 1.74, 0.54], [0.78, 0.04, 0.71], [2.28, 0.30, 0.80], [2.77, -0.37, 0.08], [-1.57, -1.03, -0.39], [0.17, 0.44, 1.52], [0.37, 0.57, -0.15], [2.10, 2.20, -0.26], [2.48, 2.33, 1.45], [2.67, -0.01, 1.78], [-2.94, -1.96, 0.09], [-2.25, -2.24, -1.51], [3.74, 1.86, 0.30], [0.53, -1.02, 0.64]],
  "mulliken_charge": [-0.901, 0.094, -3.777, -1.326, -0.613, 0.564, -0.324, 0.291, 0.424, 0.605, 0.532, 0.583, 0.122, 0.126, 1.495, 0.106]
}